Record 1
Formula: C13H22Cl3GeIrNO7PS2Se
Source: OMol25
Level of theory: ωB97M-V with the def2-TZVPD basis set

Its expectation value of S² is 0.755. The lowest unoccupied orbital energy (alpha / beta) comes out at 2.46 / 0.93 eV. The calculation puts the energy above the lowest of the compared OMol25 structures with the same formula, charge and spin at 20.7 kcal/mol. The molar mass is 849.6 g/mol. As for the total energy: -8191.3857 a.u. For the HOMO-LUMO gap (alpha / beta), the calculation gives 0.258 / 0.239 Ha.

Geometry as ORCA input:
```
! wB97M-V def2-TZVPD RIJCOSX def2/J DEFGRID3
* xyz -1 2
H -0.95 1.79 2.69
C 0.43 2.10 -3.65
O 0.54 1.18 0.50
H -2.07 -3.37 2.48
Ge 3.40 0.89 -0.29
Ir 1.13 -1.98 -1.41
H -1.66 1.64 -0.98
C -0.58 -1.85 2.70
S 0.95 -4.41 -1.71
C -1.98 0.91 -3.82
Cl 3.60 1.37 1.88
H -1.34 -2.25 4.67
O -0.21 -0.59 2.04
P 0.33 -0.37 0.58
H -1.28 -2.94 0.96
C -0.71 2.77 -4.05
O 0.28 -3.47 -2.70
O 0.69 -5.80 -1.90
C -1.10 -1.38 4.05
Cl 4.18 2.78 -1.27
H -2.43 2.74 0.17
Se 1.94 -0.16 -2.76
C -0.40 2.28 0.66
H -2.19 1.05 0.60
H -1.07 3.51 2.28
O 0.51 -3.80 -0.40
O 1.72 -0.98 0.31
H -2.96 0.45 -3.90
H -0.66 3.82 -4.31
H 1.44 -2.14 3.38
S 2.80 -3.58 -1.82
H -2.00 -0.78 3.93
C -1.67 -2.55 1.89
H 0.44 -3.60 3.40
C -0.90 0.15 -3.40
H 1.38 2.63 -3.59
O -0.57 -0.95 -0.50
N -1.91 2.20 -4.14
Cl 4.98 -0.60 -0.66
H -1.04 -0.90 -3.15
H -0.39 4.31 -0.08
H 0.35 3.12 -1.17
H 1.22 3.65 0.28
H 1.06 -2.99 1.86
C -0.48 2.60 2.14
H -2.48 -1.85 1.68
H -0.34 -0.79 4.56
C -1.75 1.90 0.07
C 0.67 -2.69 2.84
H 0.52 2.77 2.53
C 0.35 0.75 -3.30
C 0.24 3.41 -0.13
*
```

Atomic partial charges in e from the natural (NBO) method, atoms 1 to 2: 0.22, -0.30

---

Record 2
Formula: C13H22ClN2O3S
Source: OMol25
Level of theory: ωB97M-V with the def2-TZVPD basis set

The lowest unoccupied orbital energy comes out at -3.21 eV. The molar mass is 321.8 g/mol. As for the total energy: -1701.8762 a.u. For the HOMO-LUMO gap, the calculation gives 0.349 Ha.

Geometry as ORCA input:
```
! wB97M-V def2-TZVPD RIJCOSX def2/J DEFGRID3
* xyz 1 1
H -1.87 0.55 -4.94
O 0.18 -1.78 -2.67
H 2.58 -2.53 -2.01
H -0.17 0.32 5.96
H 1.18 0.11 0.92
C 0.46 0.35 -1.03
H 1.39 0.81 -1.36
H -3.70 -0.71 -3.99
C 0.10 1.92 0.91
H 2.27 -0.10 6.06
C -0.44 -0.91 4.22
H 2.92 -0.82 -1.72
H -3.08 -0.56 -2.37
C 2.41 -1.69 -1.33
H -2.16 -1.47 -3.61
H -0.49 2.02 -3.48
H 1.01 2.95 -0.76
H 2.71 -1.93 -0.31
C -2.78 -0.60 -3.42
C 0.23 -1.73 3.31
C -0.77 0.99 -1.67
H -0.31 -2.23 2.51
H -0.29 3.80 0.03
C -0.75 1.00 -3.20
C 0.30 -0.31 5.23
C 0.02 2.81 -0.30
C 1.67 -0.55 5.29
S 0.64 -1.45 -1.36
O -0.93 2.34 -1.22
Cl -3.19 2.06 -3.76
C 1.59 -1.91 3.46
O 0.09 -2.14 -0.23
H 2.14 -2.55 2.78
H -0.84 1.93 1.45
H -1.65 0.44 -1.30
N 2.31 -1.33 4.42
H 0.88 2.23 1.59
H -0.45 -0.09 0.77
N 0.34 0.48 0.47
H -1.50 -0.75 4.14
H 0.03 0.36 -3.61
C -2.08 0.66 -3.88
*
```

Atomic partial charges in e from the natural (NBO) method, atoms 1 to 2: 0.23, -0.90